(1)
DFT (wB97M-V/def2-TZVPD) results for a molecular structure, C34H39BrMgN4O2P2 in a non-equilibrium geometry.

Structure (XYZ):
```
83
Properties=species:S:1:pos:R:3:forces:R:3
Mg 0.103568 0.885766 1.695041 0.69 -0.58 2.44
C -1.720857 1.737458 -4.529343 -0.53 0.12 -0.53
C -1.851364 0.420930 -4.401420 -0.46 0.23 -0.67
C -0.938528 -0.637060 -4.935227 0.33 -0.36 -0.16
C 0.587723 -0.344090 -5.001595 0.55 -0.16 -0.92
C 1.211952 0.413097 -3.864935 0.74 0.11 -0.02
C 0.989596 1.695686 -3.529662 0.51 -0.40 -0.32
C 0.641722 2.719836 -4.555325 -1.20 0.69 -0.40
C -0.673322 2.424211 -5.345130 0.60 0.38 -0.24
C 1.695746 1.745549 2.795945 -0.08 0.48 -0.52
H -2.487151 2.404320 -4.128455 0.21 -0.35 -0.07
H -2.794449 0.020339 -4.027893 0.27 0.24 0.29
H -1.239370 -0.922266 -5.961515 -0.02 0.13 0.33
H -1.119114 -1.551137 -4.346135 0.21 0.20 -0.04
H 1.092910 -1.326389 -5.059739 -0.21 0.40 -0.09
H 0.808669 0.149013 -5.962743 -0.08 -0.11 0.19
H 2.057991 -0.119180 -3.403972 -1.04 0.08 0.60
H 1.151659 2.066500 -2.513810 0.86 -0.13 -0.39
H 1.448261 2.809414 -5.308706 -0.16 -0.11 0.51
H 0.558621 3.705917 -4.073534 -0.01 -0.28 -0.11
H -1.070626 3.384028 -5.718235 0.09 -0.38 0.11
H -0.420348 1.833516 -6.240241 -0.19 0.13 0.35
H 1.203124 2.430018 3.499633 0.34 0.04 0.03
H 2.443816 2.285099 2.200711 0.07 0.07 0.49
H 2.181795 0.943537 3.372658 -0.17 0.19 -0.16
P 1.715663 -0.239196 0.085401 1.65 -0.04 -0.40
P -1.190732 -1.160452 0.461223 -1.82 0.91 -0.24
N 2.866092 0.882794 -0.596061 -0.31 0.51 -0.36
N 2.879846 -1.408747 0.661257 0.05 0.03 0.49
N -1.876126 0.361342 -0.231229 0.49 0.02 -0.31
N -2.693507 -1.983264 0.654234 -0.24 -0.73 0.36
C 0.890063 -1.055364 -1.323646 0.02 -0.36 -0.39
C -0.390059 -1.864325 -1.012835 0.02 -0.50 -0.05
C 2.755613 2.277090 -0.442406 0.86 -0.19 -0.40
C 3.842350 2.876180 -1.057756 -0.85 -0.62 0.24
C 4.626563 1.835672 -1.652192 -0.66 -0.67 0.32
C 4.012167 0.629841 -1.357572 0.02 0.77 0.03
C 3.760048 -1.137501 1.728072 -0.08 -0.92 -0.36
C 4.537666 -2.261376 1.948952 -0.73 0.65 -0.48
C 4.138335 -3.258513 1.001327 -0.70 0.71 -0.39
C 3.128656 -2.709693 0.223383 0.46 -0.08 0.59
C -1.710996 1.683388 0.246063 -0.48 -0.07 -0.34
C -2.379377 2.544423 -0.608644 0.35 -0.38 0.36
C -2.951517 1.764293 -1.637596 0.20 -0.77 0.15
C -2.586368 0.447232 -1.412124 -0.19 0.92 0.40
C -3.783568 -2.150302 -0.208490 -0.46 -0.89 0.99
C -4.748399 -2.917652 0.432138 1.48 0.69 0.00
C -4.239661 -3.246829 1.735036 1.05 0.73 -0.50
C -2.984122 -2.665495 1.853235 -1.01 -0.16 -0.84
H 1.629303 -1.668426 -1.862664 -0.42 0.24 -0.13
H 0.562623 -0.232141 -1.982280 0.42 -0.22 0.45
H -1.087804 -1.902138 -1.867406 0.44 0.09 0.15
H -0.118580 -2.907546 -0.783059 -0.24 0.26 0.17
H 1.932617 2.699985 0.117619 0.20 -0.06 -0.03
H 4.049522 3.939829 -1.078460 -0.09 -0.24 0.00
H 5.526531 1.968516 -2.240880 -0.14 -0.12 0.19
H 4.294706 -0.382964 -1.601456 0.01 0.05 0.06
H 3.732836 -0.180367 2.227796 -0.02 -0.07 -0.07
H 5.306885 -2.358577 2.703147 -0.13 0.06 -0.11
H 4.546239 -4.256282 0.910046 -0.11 0.15 -0.06
H 2.557408 -3.124055 -0.593662 0.12 -0.07 0.11
H -1.414732 1.937699 1.269940 -0.75 0.02 -0.49
H -2.462503 3.618885 -0.484266 0.01 -0.28 0.06
H -3.561261 2.112352 -2.460276 0.12 -0.07 0.22
H -2.798028 -0.428383 -2.004126 0.20 0.27 0.13
H -3.798447 -1.725225 -1.190650 -0.08 -0.06 0.03
H -5.694061 -3.201335 0.009508 -0.11 -0.03 -0.02
H -4.738844 -3.838371 2.479558 0.00 -0.02 0.14
H -2.260965 -2.662705 2.652426 -0.04 0.03 0.05
Br -1.434354 2.690768 5.542806 -0.08 -0.04 0.38
C -1.443717 0.891761 6.143222 -0.24 -0.93 0.07
C -1.722617 0.641368 7.489920 0.25 -0.16 -0.20
C -1.614749 -0.654934 7.999433 0.09 0.19 -0.33
C -1.236891 -1.706674 7.163946 -0.07 0.04 0.11
C -1.017689 -1.478280 5.808131 -0.31 0.16 0.27
C -1.157262 -0.191602 5.282320 0.02 0.69 0.17
C -0.896942 0.043055 3.826768 1.40 -0.42 -1.22
O 0.019163 -0.663946 3.258305 -1.51 0.81 0.76
O -1.492880 0.974790 3.192365 0.50 -0.93 -0.04
H -1.996295 1.460692 8.142853 0.07 -0.01 -0.05
H -1.804384 -0.826390 9.058084 0.02 0.01 -0.25
H -1.118760 -2.705364 7.582812 -0.05 0.20 -0.17
H -0.766684 -2.301619 5.142038 0.06 0.27 0.10
```
Positions in Å, forces in eV/Å.

Summary:
HOMO-LUMO gap ... 7.66 eV
LUMO ... 0.3080 eV
Calculated total energy ... -5145.23012 Ha
Max |F| ... 2.60 eV/A
ΔE to the lowest compared entry with this formula, charge and spin ... 133.91 kJ/mol
Total charge ... 0

---

(2)
DFT (wB97M-V/def2-TZVPD) results for a molecular structure, C3H13N3O in a non-equilibrium geometry.

Structure (XYZ):
```
20
Properties=species:S:1:pos:R:3:forces:R:3
C -0.771861 -1.123537 -0.129788 0.08 0.52 0.00
C -2.020231 0.968474 0.324359 0.22 -0.24 0.19
N -0.729659 0.363027 -0.012575 -0.38 -0.50 0.66
N -0.790799 -1.675199 1.209741 -0.07 0.02 0.08
N 0.324492 -1.628525 -0.916033 0.06 -0.24 0.04
H -0.051777 0.579543 0.733393 -0.65 -0.39 0.08
H -1.710114 -1.390443 -0.627860 0.08 0.12 0.04
H 1.202554 -1.274644 -0.534207 -0.09 -0.02 -0.22
H -0.914565 -2.679747 1.164260 0.09 0.00 0.01
H 0.116068 -1.497998 1.637191 -0.07 -0.13 0.02
H 0.244274 -1.334040 -1.882950 0.08 0.09 0.09
H -2.404845 0.562066 1.262807 -0.12 0.09 0.02
H -2.738755 0.757387 -0.467281 0.04 0.07 -0.04
H -1.888649 2.045650 0.416358 -0.09 0.02 -0.02
C 1.803438 1.455844 -0.612412 -2.09 -0.59 0.62
O 2.283748 0.350792 0.224274 -0.05 0.21 -0.11
H 3.214277 0.484949 0.436706 -0.14 0.01 -0.04
H 1.999772 2.396181 -0.080363 -0.23 -0.02 0.01
H 2.413242 1.500548 -1.522750 -0.53 -0.19 -0.20
H 0.419390 1.139673 -0.622870 3.89 1.16 -1.22
```
Positions in Å, forces in eV/Å.

Summary:
HOMO-LUMO gap ... 9.44 eV
LUMO ... 0.9212 eV
Calculated total energy ... -361.52513 Ha
Max |F| ... 4.24 eV/A
ΔE to the lowest compared entry with this formula, charge and spin ... 260.79 kJ/mol
Total charge ... 0